This record from the OMol25 dataset describes a cluster of 2 separate species, C5H9NO in total. The level of theory is ωB97M-V/def2-TZVPD.

```
16
Properties=species:S:1:pos:R:3:forces:R:3:nbo_charge:R:1
C -2.76864 -1.23881 -0.61595 0.287 0.529 0.433 -0.383
C -2.25164 -0.31924 -0.04735 0.071 0.139 -0.391 0.319
O -1.63516 0.63019 0.59102 0.346 0.187 0.439 -0.387
N -1.31357 1.77133 -0.24026 -0.340 0.126 -0.588 -0.501
H -3.27430 -2.03769 -1.06310 -0.307 -0.482 -0.311 0.235
H -0.35685 1.61500 -0.57047 -0.174 -0.159 0.363 0.363
H -1.31068 2.55429 0.40946 0.015 -0.301 0.098 0.351
C 1.62752 0.48276 -0.92521 0.136 0.059 -0.195 -0.460
C 1.17648 -0.56130 -0.25157 -0.064 -0.093 0.167 -0.140
C 1.42577 -0.80667 1.19737 0.000 0.000 -0.034 -0.652
H 2.24104 1.23738 -0.45675 0.120 0.108 0.154 0.191
H 1.42703 0.61664 -1.97559 -0.069 -0.041 -0.207 0.204
H 0.56507 -1.30419 -0.74793 -0.070 -0.026 -0.161 0.205
H 2.04173 -0.02128 1.62978 0.039 0.032 0.071 0.207
H 0.47864 -0.85413 1.73414 -0.028 -0.014 0.080 0.228
H 1.92756 -1.76429 1.33240 0.038 -0.062 0.082 0.220
```
Positions in Å, forces in eV/Å.

Output
largest force on an atom: 0.7 eV/A
ΔE to the lowest compared entry with this formula, charge and spin: 130.9 kcal/mol
E: -8863.5367 eV
SMILES: C#CON.C=CC
net charge: 0
LUMO: 0.96 eV